[1]
{
  "formula": "C5H6N2O",
  "method": "the ωB97M-V functional and the def2-TZVPD basis",
  "total_charge": 0,
  "orbital_gap_ev": 10.40,
  "lumo_ev": 0.86,
  "e_tot_ev": -10306.9879,
  "fmax_ev_per_a": 3.71,
  "homo_energy_ev": -9.53,
  "spin_multiplicity": 1,
  "relative_energy_ev": 2.616,
  "symbols": ["C", "C", "C", "C", "C", "H", "H", "H", "H", "H", "H", "N", "N", "O"],
  "coordinates": [[-2.08565, -0.05819, 0.31201], [-1.17189, -1.21234, -0.15392], [0.16261, -0.67111, -0.12925], [0.09979, 0.61498, -0.11143], [-1.22227, 1.26198, -0.16602], [-2.12960, -0.13879, 1.42647], [-3.06629, -0.09837, -0.01710], [-1.21614, -2.01653, 0.55315], [-1.46542, -1.61145, -1.09494], [-1.48695, 1.24938, -1.21222], [-1.29688, 2.15214, 0.49600], [1.49275, -1.10569, 0.00758], [2.15740, -0.01740, 0.15643], [1.30182, 1.08916, 0.02402]],
  "nbo_charge": [-0.347, -0.431, -0.008, 0.281, -0.451, 0.203, 0.209, 0.221, 0.212, 0.231, 0.244, -0.171, 0.084, -0.276]
}

---

[2]
{
  "formula": "C5H6N2O",
  "method": "the ωB97M-V functional and the def2-TZVPD basis",
  "total_charge": 0,
  "orbital_gap_ev": 9.03,
  "lumo_ev": 0.73,
  "e_tot_ev": -10306.5013,
  "fmax_ev_per_a": 3.54,
  "homo_energy_ev": -8.30,
  "spin_multiplicity": 1,
  "relative_energy_ev": 3.102,
  "symbols": ["C", "C", "C", "C", "C", "H", "H", "H", "H", "H", "H", "N", "N", "O"],
  "coordinates": [[1.65892, -0.50228, -0.57164], [0.13622, 0.98436, 0.07940], [-1.27226, 1.25370, 0.18029], [-1.86179, 0.08292, 0.14027], [0.35833, -0.52160, 0.32459], [1.42993, -0.79333, -1.65304], [2.43458, -1.22041, -0.23791], [-1.81334, 2.12899, 0.45642], [-2.95258, -0.00085, -0.01628], [-1.26341, -1.87501, 0.57722], [0.76536, -0.86043, 1.35428], [1.16534, 1.65610, -0.24013], [-0.97469, -1.10984, 0.01611], [2.18941, 0.77766, -0.40957]],
  "nbo_charge": [-0.094, 0.158, -0.328, 0.039, -0.134, 0.180, 0.198, 0.244, 0.215, 0.384, 0.205, -0.093, -0.608, -0.366]
}

---

[3]
{
  "formula": "C5H6N2O",
  "method": "the ωB97M-V functional and the def2-TZVPD basis",
  "total_charge": 0,
  "orbital_gap_ev": [8.09, 8.09],
  "lumo_ev": [-0.77, -0.77],
  "e_tot_ev": -10301.8831,
  "fmax_ev_per_a": 2.39,
  "homo_energy_ev": [-8.86, -8.86],
  "spin_multiplicity": 1,
  "relative_energy_ev": 7.720,
  "symbols": ["C", "C", "C", "C", "C", "N", "N", "O", "H", "H", "H", "H", "H", "H"],
  "coordinates": [[1.78413, -1.00706, 0.25207], [-1.98795, -0.69264, -1.00334], [0.65694, 0.86130, -0.75154], [-0.48281, -0.30263, 0.89985], [0.90072, 0.10595, 0.52468], [2.60655, -1.78381, 0.29538], [0.95177, 2.07879, -0.77608], [-0.81987, 0.08137, 2.09544], [-2.79243, -1.31346, -0.47520], [-1.16199, -1.44795, -1.43137], [0.08619, 0.30760, -1.48434], [1.40721, 0.80279, 1.32838], [0.58268, 2.58286, -1.66108], [-1.73116, -0.27312, 2.18715]],
  "nbo_charge": [0.283, -0.472, 0.149, 0.473, -0.562, -0.271, -0.584, -0.608, 0.114, 0.118, 0.207, 0.277, 0.358, 0.520]
}

---

[4]
{
  "formula": "C5H6N2O",
  "method": "the ωB97M-V functional and the def2-TZVPD basis",
  "total_charge": 0,
  "orbital_gap_ev": [7.74, 7.86],
  "lumo_ev": [-1.69, -1.00],
  "e_tot_ev": -10303.4470,
  "fmax_ev_per_a": 4.90,
  "homo_energy_ev": [-9.43, -8.86],
  "spin_multiplicity": 1,
  "relative_energy_ev": 6.156,
  "symbols": ["C", "C", "C", "C", "C", "N", "N", "O", "H", "H", "H", "H", "H", "H"],
  "coordinates": [[-1.83148, 0.49252, 0.63326], [-2.34394, 1.11656, 1.83264], [-0.42806, 0.66816, 0.49245], [0.83765, 0.67896, -0.32934], [1.51477, -0.70156, -0.39473], [-1.94084, 2.29636, 2.28644], [0.64450, 1.05693, 1.12148], [-0.85886, 2.85131, 2.21628], [-2.38939, 0.15410, -0.22542], [-3.25268, 0.88093, 2.37864], [1.13768, 1.46091, -1.08243], [2.54407, -0.39606, -0.63829], [1.10340, -1.26219, -1.27508], [1.42819, -1.25311, 0.46842]],
  "nbo_charge": [-0.212, -0.108, 0.123, -0.133, -0.622, 0.121, -0.262, -0.196, 0.236, 0.214, 0.205, 0.211, 0.207, 0.216]
}

---

[5]
{
  "formula": "C5H6N2O",
  "method": "the ωB97M-V functional and the def2-TZVPD basis",
  "total_charge": 0,
  "orbital_gap_ev": 8.81,
  "lumo_ev": 0.72,
  "e_tot_ev": -10306.4596,
  "fmax_ev_per_a": 3.95,
  "homo_energy_ev": -8.09,
  "spin_multiplicity": 1,
  "relative_energy_ev": 3.144,
  "symbols": ["C", "C", "C", "C", "C", "H", "H", "H", "H", "H", "H", "N", "N", "O"],
  "coordinates": [[1.65376, -0.19364, -0.04442], [0.68453, 1.82303, -0.03331], [-1.76421, 0.25273, 0.17375], [-1.16887, -1.13420, -0.12456], [0.33364, -0.39514, -0.24153], [2.44651, -1.79207, -0.18206], [0.77816, 2.97934, 0.20480], [-2.56408, 0.68129, -0.46152], [-1.99910, 0.32319, 1.28682], [-1.26332, -1.84283, -1.07616], [-1.41047, -1.78456, 0.69357], [1.83196, 1.19456, -0.12570], [-0.31237, 0.82071, -0.22134], [2.75388, -0.93240, 0.15165]],
  "nbo_charge": [0.341, 0.150, -0.195, -0.425, 0.012, 0.476, 0.235, 0.217, 0.212, 0.234, 0.213, -0.465, -0.371, -0.635]
}

---

[6]
{
  "formula": "C5H6N2O",
  "method": "the ωB97M-V functional and the def2-TZVPD basis",
  "total_charge": 0,
  "orbital_gap_ev": 9.26,
  "lumo_ev": 0.65,
  "e_tot_ev": -10303.1416,
  "fmax_ev_per_a": 6.49,
  "homo_energy_ev": -8.61,
  "spin_multiplicity": 1,
  "relative_energy_ev": 6.462,
  "symbols": ["C", "C", "C", "C", "C", "H", "H", "H", "H", "H", "H", "N", "N", "O"],
  "coordinates": [[-0.10579, -0.09033, 0.24393], [-1.26028, -0.88760, 0.02561], [-2.42654, -1.39877, -0.04569], [1.27610, -0.41246, 0.56784], [2.23976, 0.47887, -0.12881], [-2.25267, 0.72970, -0.58189], [-1.87100, 2.56816, -0.06184], [-3.42458, -1.77718, -0.27672], [1.61371, -0.78500, 1.79459], [2.00925, 1.38906, -0.85688], [3.30813, 0.71689, 0.39503], [-1.62205, 1.45336, -0.12808], [-0.32095, 1.18478, 0.14312], [1.98483, -0.93086, -0.56185]],
  "nbo_charge": [-0.024, -0.047, -0.229, 0.049, -0.117, 0.406, 0.396, 0.254, 0.194, 0.220, 0.189, -0.667, -0.135, -0.491]
}

---

[7]
{
  "formula": "C5H6N2O",
  "method": "the ωB97M-V functional and the def2-TZVPD basis",
  "total_charge": 0,
  "orbital_gap_ev": 9.47,
  "lumo_ev": 0.60,
  "e_tot_ev": -10307.6455,
  "fmax_ev_per_a": 4.29,
  "homo_energy_ev": -8.88,
  "spin_multiplicity": 1,
  "relative_energy_ev": 1.958,
  "symbols": ["C", "C", "C", "C", "C", "H", "H", "H", "H", "H", "H", "N", "N", "O"],
  "coordinates": [[2.30107, -0.50579, 0.02269], [0.82003, -0.20911, 0.43353], [0.27780, 1.09398, -0.05672], [-1.04003, 1.22380, -0.03662], [-1.31889, -1.09543, -0.22341], [2.65822, -1.55501, 0.34060], [0.63962, -0.16765, 1.58395], [0.93413, 2.01338, -0.20548], [-1.75642, 2.04091, -0.32172], [-2.87180, 0.01574, -0.37591], [-1.85000, -1.90810, -0.74226], [-1.91178, 0.10090, 0.05507], [-0.07343, -1.34176, -0.12114], [3.19146, 0.29413, -0.35258]],
  "nbo_charge": [0.449, -0.226, -0.272, -0.017, 0.251, 0.126, 0.227, 0.253, 0.216, 0.408, 0.193, -0.625, -0.464, -0.518]
}

---

[8]
{
  "formula": "C5H6N2O",
  "method": "the ωB97M-V functional and the def2-TZVPD basis",
  "total_charge": 0,
  "orbital_gap_ev": 9.35,
  "lumo_ev": 0.86,
  "e_tot_ev": -10307.0464,
  "fmax_ev_per_a": 2.80,
  "homo_energy_ev": -8.49,
  "spin_multiplicity": 1,
  "relative_energy_ev": 2.557,
  "symbols": ["C", "C", "C", "C", "C", "N", "N", "O", "H", "H", "H", "H", "H", "H"],
  "coordinates": [[-0.73704, -0.92399, 0.84030], [-1.61475, 0.86690, 1.64732], [0.06987, 0.22592, 0.31427], [0.70398, 0.74961, -3.59430], [1.31868, 0.25856, -0.21924], [-1.93316, -0.33324, 1.54179], [0.92717, -0.20704, -2.96796], [-0.53604, 1.29834, 0.91505], [-0.02975, -1.48159, 1.45199], [-2.29612, 1.68329, 1.89020], [0.22733, 1.62003, -4.12929], [-1.05927, -1.58351, 0.06115], [1.96013, 1.02868, -0.57791], [1.63425, -0.72506, -0.48281]],
  "nbo_charge": [-0.333, 0.364, 0.288, 0.063, -0.477, -0.423, -0.313, -0.490, 0.228, 0.193, 0.249, 0.222, 0.221, 0.207]
}

---

[9]
{
  "formula": "C5H6N2O",
  "method": "the ωB97M-V functional and the def2-TZVPD basis",
  "total_charge": 0,
  "orbital_gap_ev": 10.84,
  "lumo_ev": 0.60,
  "e_tot_ev": -10307.2247,
  "fmax_ev_per_a": 4.16,
  "homo_energy_ev": -10.24,
  "spin_multiplicity": 1,
  "relative_energy_ev": 2.379,
  "symbols": ["C", "C", "C", "C", "N", "C", "O", "N", "H", "H", "H", "H", "H", "H"],
  "coordinates": [[0.78474, 0.67267, -0.06470], [-1.68894, 0.03676, -0.62017], [-0.29190, -0.41013, -0.22042], [1.76246, 0.52088, 1.04944], [0.80764, -0.40335, -1.12713], [-0.29438, -1.48696, 0.75110], [1.98199, 1.38262, 1.85615], [-0.35227, -2.41924, 1.41614], [0.78663, 0.47842, -1.79519], [0.41774, 1.68771, -0.21772], [2.18766, -0.49548, 1.13821], [-1.63234, 0.83113, -1.36553], [-2.23252, -0.80580, -1.04649], [-2.23650, 0.41077, 0.24631]],
  "nbo_charge": [-0.203, -0.601, 0.008, 0.414, -0.539, 0.260, -0.502, -0.273, 0.397, 0.224, 0.129, 0.218, 0.233, 0.234]
}